# 1
Molecular formula: C21H16Cl2N6O2S5SbTc
Method: DFT, the ωB97M-V functional and the def2-TZVPD basis

Energy above the lowest of the compared OMol25 structures with the same formula, charge and spin ... 0.000 eV
LUMO energy (spin up / spin down) ... -8.14 / -8.14 eV
Kohn-Sham gap (spin up / spin down) ... 5.67 / 5.67 eV
Charge ... +2

Each line ends with the Mulliken charge.
Positions of all 54 atoms, in Å:
Tc1 -0.159 -1.289 -0.182  -0.57
Cl1 -4.005 2.933 -4.064  -0.13
C1 -3.406 1.992 -2.772  -0.08
C2 -2.191 1.374 -2.915  -1.00
C3 -1.704 0.585 -1.856  1.20
N1 -0.503 -0.045 -1.726  0.46
C4 0.510 0.092 -2.689  0.41
O1 0.343 0.491 -3.815  -0.59
C5 1.837 -0.322 -2.170  0.07
C6 2.984 -0.052 -2.888  -0.79
C7 4.202 -0.462 -2.368  -0.45
C8 4.207 -1.133 -1.157  -1.21
C9 3.009 -1.370 -0.505  -0.17
N2 1.831 -0.966 -0.992  0.69
C10 -2.480 0.438 -0.676  -0.28
C11 -3.710 1.108 -0.530  -1.06
C12 -4.171 1.864 -1.570  0.07
Cl2 -5.678 2.650 -1.431  -0.13
N3 -1.835 -0.310 0.248  0.78
C13 -2.145 -0.143 1.636  -0.77
O2 -3.244 -0.087 2.096  -0.52
C14 -0.875 0.029 2.401  1.16
C15 -0.871 0.428 3.718  -0.85
C16 0.356 0.669 4.325  -0.42
C17 1.510 0.504 3.581  -0.91
C18 1.415 0.068 2.266  0.04
N4 0.244 -0.172 1.683  0.56
H1 -1.628 1.512 -3.821  0.70
H2 2.899 0.470 -3.831  0.56
H3 5.124 -0.265 -2.897  0.49
H4 5.128 -1.483 -0.712  0.44
H5 3.000 -1.906 0.434  0.64
H6 -4.300 0.998 0.366  0.72
H7 -1.813 0.558 4.235  0.55
H8 0.405 0.992 5.356  0.47
H9 2.484 0.697 4.006  0.46
H10 2.301 -0.090 1.669  0.55
S1 -2.225 -4.517 0.638  -0.26
Sb1 -0.214 -6.196 0.499  0.76
S2 -1.156 -2.931 1.329  0.43
S3 0.835 -3.143 1.035  -0.45
S4 0.250 -6.541 2.602  -0.30
S5 -0.448 -3.057 -1.923  -0.05
C19 -1.698 -2.707 -3.063  0.30
N5 -2.763 -3.491 -3.152  -0.10
C20 -3.625 -3.149 -4.288  -0.59
C21 -2.960 -1.860 -4.815  -0.47
N6 -1.747 -1.764 -3.992  0.06
H11 -2.908 -4.261 -2.520  0.19
H12 -4.645 -2.977 -3.953  0.34
H13 -3.625 -3.951 -5.025  0.32
H14 -3.586 -0.980 -4.668  0.25
H15 -2.695 -1.932 -5.868  0.36
H16 -1.006 -1.105 -4.178  0.12

=====

# 2
Molecular formula: C21H16F3N6O3OsS3
Method: DFT, the ωB97M-V functional and the def2-TZVPD basis

Energy above the lowest of the compared OMol25 structures with the same formula, charge and spin ... 0.583 eV
LUMO energy (spin up / spin down) ... 0.34 / -0.26 eV
Kohn-Sham gap (spin up / spin down) ... 7.41 / 7.03 eV
<S²> ... 0.7562
2S+1 ... 2

Each line ends with the Mulliken charge.
Positions of all 53 atoms, in Å:
Os1 -0.376 -0.280 0.035  1.59
N1 7.758 -2.234 2.349  -0.55
C1 6.452 -2.204 1.887  1.11
C2 6.103 -1.390 0.805  -0.81
C3 4.810 -1.384 0.323  -0.51
C4 3.849 -2.201 0.906  -0.56
C5 4.183 -3.015 1.981  -0.31
C6 5.477 -3.023 2.462  -0.81
S1 2.197 -2.113 0.335  1.61
O1 2.281 -1.734 -1.050  -0.69
O2 1.527 -3.341 0.686  -0.74
N2 1.454 -0.840 1.063  -0.15
C7 0.838 -1.075 2.271  0.38
N3 1.408 -1.615 3.338  -0.48
C8 0.614 -1.735 4.400  -0.36
C9 -0.715 -1.330 4.415  -0.75
C10 -1.221 -0.795 3.246  -0.06
N4 -0.446 -0.661 2.178  -0.46
H1 8.335 -1.441 2.126  0.22
H2 7.900 -2.593 3.277  0.22
H3 6.857 -0.763 0.343  0.28
H4 4.536 -0.757 -0.516  0.50
H5 3.423 -3.640 2.430  0.44
H6 5.743 -3.664 3.295  0.27
H7 1.061 -2.182 5.281  0.42
H8 -1.330 -1.432 5.296  0.38
H9 -2.249 -0.468 3.146  0.53
F1 -3.373 4.143 -0.354  -0.24
C11 -3.030 4.018 0.939  0.71
F2 -3.965 3.251 1.525  -0.23
F3 -3.119 5.244 1.492  -0.30
C12 -1.653 3.443 1.096  -0.17
C13 -0.629 4.186 1.646  -0.16
C14 0.651 3.646 1.766  -0.97
C15 0.871 2.375 1.283  -0.07
N5 -0.116 1.664 0.734  -0.22
C16 -1.381 2.137 0.662  0.56
S2 -2.408 0.883 0.048  -0.51
H10 -0.830 5.192 1.990  0.50
H11 1.459 4.210 2.208  0.41
H12 1.838 1.888 1.315  0.51
O3 -1.256 -1.996 -0.530  -0.76
N6 -0.860 -2.515 -1.718  0.35
C17 -1.090 -3.826 -1.927  -0.26
C18 -0.768 -4.384 -3.129  -0.77
C19 -0.192 -3.572 -4.117  -0.15
C20 0.032 -2.244 -3.871  -0.80
C21 -0.322 -1.684 -2.633  0.83
S3 -0.136 -0.030 -2.193  -0.62
H13 -1.525 -4.344 -1.087  0.46
H14 -0.957 -5.434 -3.293  0.40
H15 0.090 -3.998 -5.070  0.39
H16 0.494 -1.597 -4.602  0.42

=====

# 3
Molecular formula: C21H16N2O4
Method: DFT, the ωB97M-V functional and the def2-TZVPD basis

Energy above the lowest of the compared OMol25 structures with the same formula, charge and spin ... 0.001 eV
LUMO energy ... -0.56 eV
Kohn-Sham gap ... 8.19 eV

Each line ends with the Mulliken charge.
Positions of all 43 atoms, in Å:
C1 5.758 0.298 -0.656  -1.31
C2 4.330 0.054 -0.290  0.58
C3 3.428 1.134 -0.192  -0.86
C4 2.121 0.917 0.177  0.84
C5 1.255 2.128 0.185  0.51
O1 1.522 3.125 -0.439  -0.62
O2 0.169 2.035 0.969  -0.32
C6 -0.745 3.123 0.914  -0.66
C7 -1.600 3.033 -0.356  -1.00
N1 -2.222 1.733 -0.443  0.30
C8 -3.313 1.359 0.330  0.31
O3 -3.915 2.094 1.072  -0.64
C9 -3.529 -0.078 0.034  0.26
C10 -4.472 -0.963 0.513  -0.56
C11 -4.408 -2.279 0.065  -0.46
C12 -3.432 -2.685 -0.832  -0.60
C13 -2.482 -1.790 -1.317  -0.32
C14 -2.547 -0.486 -0.873  0.54
C15 -1.688 0.683 -1.183  0.04
O4 -0.734 0.767 -1.912  -0.62
C16 1.696 -0.416 0.442  0.71
C17 0.402 -0.809 0.835  -0.72
C18 0.087 -2.129 1.005  -0.59
C19 1.049 -3.129 0.803  -0.74
C20 2.323 -2.788 0.447  -0.48
C21 2.678 -1.436 0.261  -0.14
N2 3.955 -1.178 -0.081  -0.65
H1 6.227 0.950 0.080  0.31
H2 6.293 -0.646 -0.694  0.37
H3 5.818 0.789 -1.626  0.32
H4 3.756 2.138 -0.414  0.54
H5 -0.199 4.071 0.924  0.46
H6 -1.368 3.028 1.805  0.44
H7 -2.374 3.803 -0.331  0.37
H8 -0.967 3.155 -1.239  0.52
H9 -5.226 -0.640 1.213  0.50
H10 -5.131 -2.996 0.424  0.42
H11 -3.406 -3.713 -1.158  0.42
H12 -1.716 -2.100 -2.011  0.53
H13 -0.347 -0.057 1.016  0.67
H14 -0.915 -2.407 1.301  0.50
H15 0.776 -4.165 0.938  0.40
H16 3.090 -3.530 0.294  0.48

=====

# 4
Molecular formula: C21H16N4O3S2Sn
Method: DFT, the ωB97M-V functional and the def2-TZVPD basis

LUMO energy ... -7.63 eV
Kohn-Sham gap ... 7.46 eV
Charge ... +2

Each line ends with the Mulliken charge.
Positions of all 47 atoms, in Å:
Sn1 0.550 0.128 -1.926  0.73
C1 -1.144 -1.328 2.374  -1.48
C2 -1.399 -1.377 0.897  0.18
N1 -2.325 -0.665 0.414  0.88
N2 -3.272 -0.094 0.025  -0.83
C3 -2.992 1.375 -0.585  0.71
O1 -1.994 1.474 -1.218  -0.36
C4 -4.043 2.282 -0.225  0.43
C5 -3.858 3.631 -0.568  -0.52
C6 -4.827 4.552 -0.239  -0.62
C7 -5.978 4.136 0.428  -0.33
C8 -6.167 2.800 0.766  -0.74
C9 -5.206 1.865 0.441  -0.17
C10 -0.699 -2.331 -0.004  1.15
C11 -0.418 -3.598 0.474  -0.52
C12 0.135 -4.533 -0.392  -0.48
C13 0.375 -4.174 -1.704  -0.69
C14 0.094 -2.874 -2.090  -0.18
N3 -0.421 -1.957 -1.264  -0.22
H1 -1.602 -0.451 2.824  0.42
H2 -0.070 -1.310 2.549  0.36
H3 -1.568 -2.218 2.844  0.45
H4 -2.956 3.933 -1.084  0.40
H5 -4.697 5.593 -0.499  0.42
H6 -6.739 4.862 0.681  0.42
H7 -7.071 2.491 1.272  0.42
H8 -5.370 0.824 0.677  0.45
H9 -0.641 -3.864 1.497  0.35
H10 0.363 -5.530 -0.039  0.48
H11 0.792 -4.870 -2.417  0.45
H12 0.314 -2.543 -3.102  0.48
O2 3.485 -0.462 -2.951  -0.64
S1 3.722 -1.142 -1.709  1.13
O3 4.030 -2.530 -1.691  -0.59
N4 2.278 -0.814 -0.842  -0.38
C15 2.462 0.154 0.040  0.85
S2 1.057 1.015 0.510  -0.38
C16 3.866 0.457 0.317  0.46
C17 4.397 1.276 1.298  -0.73
C18 5.780 1.393 1.372  -0.63
C19 6.605 0.714 0.480  -0.52
C20 6.076 -0.103 -0.519  -0.64
C21 4.706 -0.208 -0.576  0.26
H13 3.753 1.802 1.991  0.46
H14 6.224 2.019 2.133  0.42
H15 7.678 0.824 0.559  0.43
H16 6.715 -0.625 -1.218  0.48

=====

# 5
Molecular formula: C21H16N4S5Zr
Method: DFT, the ωB97M-V functional and the def2-TZVPD basis

Energy above the lowest of the compared OMol25 structures with the same formula, charge and spin ... 0.000 eV
LUMO energy ... -7.84 eV
Kohn-Sham gap ... 6.23 eV
Charge ... +2

Each line ends with the Mulliken charge.
Positions of all 47 atoms, in Å:
Zr1 -0.087 -2.359 -1.149  1.08
S1 -1.050 -1.666 1.003  -0.34
C1 0.503 -2.376 1.392  0.61
N1 1.319 -2.752 0.394  -0.04
C2 2.474 -3.388 0.869  -0.21
C3 3.505 -3.916 0.103  -0.55
C4 4.569 -4.492 0.770  -0.70
C5 4.610 -4.539 2.168  -0.55
C6 3.587 -4.014 2.934  -0.55
C7 2.514 -3.441 2.262  1.01
S2 1.076 -2.719 2.947  -0.09
H1 3.476 -3.883 -0.979  0.40
H2 5.385 -4.917 0.202  0.41
H3 5.458 -4.997 2.658  0.42
H4 3.619 -4.054 4.014  0.43
C8 2.508 2.789 -4.174  -1.35
C9 1.914 1.584 -3.527  1.01
C10 2.373 1.103 -2.299  -0.91
C11 1.799 -0.013 -1.742  -0.22
N2 0.786 -0.686 -2.338  -0.18
C12 0.332 -0.221 -3.524  -0.04
C13 0.863 0.887 -4.133  -0.80
H5 3.313 3.215 -3.582  0.38
H6 1.739 3.550 -4.324  0.36
H7 2.896 2.529 -5.161  0.36
H8 3.180 1.599 -1.778  0.40
H9 2.150 -0.398 -0.790  0.44
H10 -0.484 -0.761 -3.984  0.37
H11 0.458 1.212 -5.082  0.53
S3 -3.809 -0.555 -3.979  -0.10
C14 -2.880 -1.838 -3.720  0.32
S4 -2.717 -2.693 -2.159  -0.02
C15 -1.376 -3.635 -2.827  0.12
N3 -1.167 -3.391 -4.084  -0.57
N4 -2.025 -2.516 -4.600  0.72
C16 -1.901 -2.196 -6.004  0.50
C17 -0.635 -2.006 -6.535  -0.11
C18 -0.516 -1.724 -7.887  -0.91
C19 -1.651 -1.635 -8.681  -0.47
C20 -2.910 -1.842 -8.132  -0.67
C21 -3.044 -2.130 -6.784  -0.51
S5 -0.400 -4.663 -1.789  -0.23
H12 0.244 -2.115 -5.914  0.54
H13 0.463 -1.586 -8.324  0.41
H14 -1.554 -1.416 -9.736  0.42
H15 -3.790 -1.791 -8.758  0.41
H16 -4.018 -2.309 -6.351  0.46

=====

no.,E (a.u.)
1,-4520.8641
2,-2948.9898
3,-1220.4026
4,-2264.6654
5,-3066.4060